Entry 1:
C28H24I2N4O2PSbSe4Tc | ωB97M-V/def2-TZVPD

Geometry as XYZ:
```
67
Properties=species:S:1:pos:R:3:forces:R:3
Tc 0.229 -1.046 0.249 -0.19 -0.23 0.53
I 3.664 2.292 2.173 0.07 -0.37 0.03
C 3.708 0.210 2.161 -0.66 0.43 -0.29
C 4.818 -0.474 2.660 0.22 -0.14 0.10
C 4.886 -1.853 2.657 0.34 -0.14 0.16
I 6.601 -2.771 3.405 -0.32 0.19 -0.11
C 3.807 -2.631 2.131 -0.12 0.07 -0.12
C 3.747 -4.035 2.073 0.01 0.03 -0.03
C 2.649 -4.646 1.510 0.04 0.01 0.00
C 1.609 -3.868 1.005 0.04 -0.09 0.09
N 1.631 -2.541 1.047 -0.17 0.17 -0.06
C 2.707 -1.932 1.602 -0.01 0.26 0.06
C 2.630 -0.508 1.627 1.01 -0.54 0.40
O 1.531 0.026 1.142 -0.57 0.26 -0.27
H 5.645 0.099 3.056 0.00 -0.01 0.00
H 4.565 -4.627 2.463 0.00 0.01 0.01
H 2.591 -5.723 1.449 -0.04 0.00 0.01
H 0.738 -4.332 0.560 -0.02 0.01 -0.01
N 1.490 -0.831 -1.533 -0.42 -0.02 0.14
C 1.558 0.524 -2.102 -0.01 0.36 -0.09
C 2.615 0.864 -2.930 0.07 -0.10 0.01
C 2.666 2.133 -3.488 -0.03 0.02 -0.02
C 1.663 3.056 -3.224 -0.06 -0.01 -0.07
C 0.613 2.716 -2.387 0.04 -0.06 -0.05
C 0.554 1.444 -1.819 -0.07 -0.14 0.18
P -0.769 0.969 -0.669 0.10 0.00 -0.31
C -2.226 0.589 -1.682 0.02 -0.08 0.12
C -3.352 0.110 -1.001 0.03 -0.02 -0.03
C -4.486 -0.257 -1.707 0.01 -0.02 0.02
C -4.495 -0.157 -3.094 -0.01 0.00 -0.04
C -3.377 0.308 -3.769 -0.01 -0.06 -0.06
C -2.236 0.679 -3.068 0.03 0.09 0.09
C -1.148 2.497 0.212 0.03 -0.12 0.11
C -0.116 3.073 0.956 -0.03 -0.09 0.02
C -0.289 4.320 1.529 0.03 -0.05 0.00
C -1.496 4.992 1.367 -0.01 0.03 0.01
C -2.524 4.419 0.634 -0.05 0.03 0.01
C -2.358 3.169 0.054 0.08 -0.08 -0.03
H 1.182 -1.458 -2.278 0.06 -0.09 0.02
H 2.443 -1.126 -1.320 -0.03 -0.10 0.09
H 3.401 0.150 -3.151 -0.02 -0.03 0.02
H 3.488 2.398 -4.139 0.02 -0.01 0.01
H 1.693 4.034 -3.684 0.03 0.02 0.05
H -0.164 3.437 -2.167 0.01 0.02 0.02
H -3.330 0.042 0.083 -0.07 0.01 0.00
H -5.366 -0.607 -1.184 0.00 0.01 0.01
H -5.383 -0.434 -3.646 0.00 0.00 -0.01
H -3.388 0.381 -4.849 -0.01 0.01 0.00
H -1.365 1.041 -3.600 -0.02 0.02 -0.02
H 0.825 2.546 1.057 0.04 0.07 0.03
H 0.519 4.778 2.084 -0.02 0.00 0.03
H -1.631 5.971 1.807 0.00 0.01 -0.01
H -3.454 4.953 0.496 -0.01 -0.01 0.03
H -3.156 2.736 -0.535 -0.02 0.04 -0.01
Se -1.144 -5.510 -2.665 -0.56 -0.29 0.15
Sb -3.311 -6.374 -2.443 0.66 0.93 0.43
Se -2.718 -3.449 0.453 0.21 -0.12 0.01
Se -1.315 -2.375 -0.987 -0.13 0.15 -0.34
Se -4.363 -4.388 -0.788 -0.06 -0.32 -0.40
N -2.829 -0.615 3.231 0.05 -0.04 0.02
C -1.537 -0.610 2.885 0.01 0.24 0.11
N -0.685 0.128 3.602 -0.03 -0.02 -0.05
O -1.153 -1.301 1.898 0.58 -0.08 -0.58
H -3.160 -0.167 4.069 0.00 -0.02 0.01
H -3.458 -1.232 2.749 0.00 0.00 -0.03
H -0.977 0.659 4.405 -0.02 0.02 0.00
H 0.292 0.130 3.370 0.02 0.02 -0.08
```
Positions in Å, forces in eV/Å.

Results
spin multiplicity = 1
strongest force on any atom = 1.21 eV/Å
charge = +3
orbital gap = 4.756 eV
energy relative to the best compared isomer or geometry (same formula, charge and spin) = 9.2 kcal per mole

Entry 2:
C5H10NO | ωB97M-V/def2-TZVPD

Geometry as XYZ:
```
17
Properties=species:S:1:pos:R:3:forces:R:3
O -1.552 0.564 -2.069 0.02 0.10 -0.06
C -1.616 0.339 -0.744 -0.02 0.26 -0.92
C -0.356 -0.354 -0.224 -0.17 -0.42 0.25
C 0.899 0.446 -0.536 0.46 -0.13 0.00
C 1.886 0.093 0.591 0.29 0.04 0.19
C 1.042 -0.656 1.655 -0.30 0.07 -1.00
N -0.358 -0.558 1.236 -0.04 0.27 0.56
H -1.682 1.295 -0.136 -0.04 -0.05 0.21
H -2.511 -0.262 -0.471 -0.05 -0.16 0.45
H -0.282 -1.347 -0.691 -0.06 0.07 -0.02
H 1.323 0.231 -1.520 -0.28 0.11 0.06
H 0.637 1.506 -0.496 0.03 0.04 -0.10
H 2.728 -0.541 0.284 -0.17 0.08 -0.21
H 2.336 1.005 0.984 0.03 0.04 0.21
H 1.257 -1.719 1.584 0.52 -0.19 0.45
H 1.217 -0.254 2.650 -0.12 -0.27 0.25
H -0.783 0.237 1.701 -0.12 0.15 -0.31
```
Positions in Å, forces in eV/Å.

Results
spin multiplicity = 1
strongest force on any atom = 1.04 eV/Å
SMILES = [O-]C[C@H]1CCCN1
charge = -1
orbital gap = 6.187 eV
energy relative to the best compared isomer or geometry (same formula, charge and spin) = 0.0 kcal per mole

Entry 3:
C16H30AgF6NO8S2 | ωB97M-V/def2-TZVPD

Geometry as XYZ:
```
64
Properties=species:S:1:pos:R:3:forces:R:3
Ag -0.309 0.267 -0.098 -1.07 0.54 2.06
C 1.466 3.418 2.178 0.52 0.53 0.73
C 1.734 1.912 2.035 -0.68 -0.10 -0.67
C 2.755 1.426 3.071 0.84 -0.97 -0.57
O 0.604 1.184 2.014 -0.12 -0.13 -0.15
H 2.415 3.966 2.332 -0.09 0.05 -0.36
H 0.886 3.632 3.085 -0.18 -0.27 -0.10
H 0.922 3.824 1.325 0.01 -0.07 -0.06
H 2.252 1.817 1.034 0.45 0.17 0.21
H 2.853 0.348 2.890 -0.17 0.02 0.13
H 2.505 1.526 4.130 -0.22 0.40 -0.07
H 3.767 1.803 2.842 -0.14 0.36 0.36
C -4.235 -0.494 -0.542 0.43 -0.56 -0.18
C -3.337 0.752 -0.540 0.33 0.49 0.44
C -4.178 2.033 -0.662 -0.55 0.36 -0.03
O -2.546 0.805 0.572 0.38 -0.10 -0.70
H -4.668 -0.726 -1.527 -0.12 0.13 0.08
H -5.019 -0.480 0.221 -0.01 0.29 -0.02
H -3.567 -1.318 -0.269 -0.12 -0.05 -0.07
H -2.708 0.717 -1.469 -0.37 -0.16 -0.14
H -3.551 2.927 -0.762 0.15 -0.17 -0.17
H -4.746 2.207 0.261 0.04 -0.28 0.02
H -4.906 2.002 -1.493 0.16 0.03 0.00
C -0.503 -3.698 5.546 -0.05 0.13 -0.37
F 0.758 -3.297 5.406 0.20 0.02 0.10
F -0.518 -4.709 6.429 -0.08 -0.02 0.06
F -1.215 -2.695 6.045 -0.08 0.12 0.18
S -1.178 -4.275 3.926 -0.93 1.08 -0.44
O -0.431 -5.471 3.679 0.40 -0.14 0.01
O -2.595 -4.403 4.104 -0.11 -0.16 0.51
N -0.905 -2.942 3.017 0.73 -2.03 0.09
S -0.265 -3.310 1.606 -0.47 0.82 -0.79
O -0.600 -4.594 1.051 0.14 -0.17 0.25
O -0.410 -2.194 0.710 0.30 -0.25 0.37
C 1.566 -3.377 1.898 0.11 0.63 -0.33
F 2.202 -3.574 0.711 -0.12 -0.18 0.30
F 1.979 -2.201 2.368 0.05 -0.26 0.09
F 1.960 -4.341 2.729 0.00 0.02 -0.04
C -1.327 3.375 -3.285 0.17 0.47 0.27
C -1.489 2.015 -3.957 -1.04 0.08 -1.60
C -0.278 1.280 -3.468 0.49 -0.38 0.31
O -0.283 1.613 -2.102 0.29 0.43 -0.30
C -0.458 3.063 -2.062 0.74 -1.81 0.70
H -2.246 3.871 -2.980 -0.16 -0.15 -0.17
H -0.785 4.029 -3.973 -0.05 0.17 0.11
H -1.593 2.093 -5.050 0.57 0.22 0.05
H -2.432 1.512 -3.731 0.26 -0.10 0.81
H 0.674 1.635 -3.908 -0.24 0.21 -0.26
H -0.258 0.196 -3.591 -0.38 -0.02 0.18
H 0.571 3.441 -2.096 -0.23 0.53 -0.20
H -0.842 3.190 -1.049 -0.39 0.56 -0.22
C 3.250 -0.149 -2.760 0.29 -0.41 0.69
C 2.418 -1.414 -3.056 -0.62 0.43 -0.53
C 1.519 -1.642 -1.817 0.36 0.30 -0.80
O 1.671 -0.487 -1.007 0.03 -0.14 -0.27
C 2.854 0.215 -1.312 0.82 -0.40 0.11
H 3.076 0.691 -3.431 -0.18 -0.19 -0.22
H 4.308 -0.413 -2.799 0.05 0.30 -0.03
H 2.979 -2.311 -3.315 0.31 0.15 0.15
H 1.807 -1.184 -3.935 -0.14 -0.24 0.11
H 1.775 -2.543 -1.268 0.04 -0.02 0.08
H 0.482 -1.701 -2.149 -0.13 -0.08 0.38
H 3.668 -0.113 -0.649 -0.19 -0.04 0.13
H 2.705 1.271 -1.102 -0.22 0.02 -0.20
```
Positions in Å, forces in eV/Å.

Results
spin multiplicity = 1
strongest force on any atom = 2.38 eV/Å
charge = -2
orbital gap = 4.995 eV
energy relative to the best compared isomer or geometry (same formula, charge and spin) = 0.0 kcal per mole

Entry 4:
C4H8OS2 | ωB97M-V/def2-TZVPD

Geometry as XYZ:
```
15
Properties=species:S:1:pos:R:3:forces:R:3
C 1.898 0.820 -0.317 0.82 2.21 -1.60
C 1.242 -0.298 -0.204 0.57 -0.11 0.88
C -0.191 -0.415 -0.414 -0.52 -1.89 -1.97
C -1.009 -1.376 0.374 -0.74 -1.78 -0.38
S -2.799 -1.276 0.004 -0.50 0.70 -0.27
S -3.107 0.663 -0.452 -0.69 0.15 -0.15
O -3.355 1.565 0.935 4.94 -2.39 0.08
H 1.564 1.800 -0.742 -0.10 -0.93 0.85
H 2.953 0.659 -0.300 0.79 0.66 0.27
H 1.985 -1.040 0.028 -0.79 -1.36 0.18
H -0.316 -0.751 -1.486 -0.10 0.65 0.71
H -0.652 0.529 -0.284 -0.19 1.12 -0.22
H -0.851 -2.481 0.151 0.29 1.37 0.49
H -1.012 -1.167 1.410 0.65 -0.13 1.25
H -4.132 1.998 1.004 -4.43 1.74 -0.12
```
Positions in Å, forces in eV/Å.

Results
spin multiplicity = 1
strongest force on any atom = 5.49 eV/Å
SMILES = C=CCCSSO
orbital gap = 9.569 eV
energy relative to the best compared isomer or geometry (same formula, charge and spin) = 46.7 kcal per mole

Entry 5:
C2H8N2 | ωB97M-V/def2-TZVPD

Geometry as XYZ:
```
12
Properties=species:S:1:pos:R:3:forces:R:3
N -2.351 1.191 0.891 0.25 -0.07 -0.59
H -3.052 1.402 0.186 0.13 -0.20 -0.16
H -2.411 1.987 1.516 0.16 -0.31 0.34
H -2.661 0.341 1.348 -0.24 0.26 0.35
C 2.329 -1.029 -1.011 -0.16 -0.87 0.45
C 1.013 -0.576 -0.868 0.19 0.74 -0.47
N 0.513 -0.190 0.270 0.02 -0.15 0.13
H 2.973 -1.089 -0.140 0.09 0.11 -0.14
H 2.627 -1.544 -1.914 0.11 0.35 -0.09
H 0.411 -0.408 -1.756 -0.17 -0.24 0.14
H 1.035 -0.293 1.132 0.04 0.03 -0.02
H -0.427 0.208 0.345 -0.42 0.34 0.06
```
Positions in Å, forces in eV/Å.

Results
spin multiplicity = 2
strongest force on any atom = 0.99 eV/Å
charge = +1
orbital gap (alpha / beta) = 10.846 / 7.329 eV
energy relative to the best compared isomer or geometry (same formula, charge and spin) = 0.0 kcal per mole

Entry 6:
C3H7IS2 | ωB97M-V/def2-TZVPD

Geometry as XYZ:
```
13
Properties=species:S:1:pos:R:3:forces:R:3
C -1.341 -1.564 0.439 0.74 -0.37 1.31
C 1.966 0.772 -1.194 1.76 1.11 1.48
C -1.214 -0.092 0.382 -1.72 0.57 1.26
S 1.429 -0.199 0.151 0.79 -0.90 0.96
S -1.312 0.670 1.900 0.33 -0.13 -0.23
I -0.183 2.787 1.509 0.04 0.15 0.01
H -1.427 -2.061 -0.488 -0.08 -0.18 -1.34
H -0.388 -1.939 0.887 -0.96 -0.08 0.01
H -2.219 -1.871 1.031 0.41 -0.03 0.04
H 1.095 1.234 -1.570 -0.85 0.45 -1.10
H 2.524 0.143 -1.852 -0.04 -0.25 -0.97
H 2.648 1.565 -0.810 -0.47 -0.34 -0.46
H -1.579 0.556 -0.383 0.05 -0.01 -0.99
```
Positions in Å, forces in eV/Å.

Results
spin multiplicity = 3
strongest force on any atom = 2.56 eV/Å
orbital gap (alpha / beta) = 6.428 / 6.292 eV